[1]
{"formula": "C39H31CaN6O2S", "method": "ωB97M-V/def2-TZVPD", "species": ["Ca", "O", "C", "O", "C", "C", "C", "N", "C", "C", "C", "C", "C", "C", "C", "N", "C", "C", "C", "C", "C", "N", "H", "H", "H", "H", "H", "H", "H", "H", "H", "H", "C", "C", "C", "C", "H", "H", "H", "H", "H", "H", "H", "H", "H", "N", "C", "C", "C", "C", "C", "C", "C", "C", "C", "H", "H", "H", "H", "S", "C", "C", "C", "N", "C", "C", "C", "C", "C", "N", "C", "C", "H", "H", "H", "H", "H", "H", "H", "H"], "positions_angstrom": [[0.27861, 0.77528, 0.62477], [-4.55702, 5.20599, 3.92126], [-4.48732, 5.06745, 2.69051], [-5.19280, 5.49578, 1.76123], [-3.29931, 4.17472, 2.21918], [-2.41235, 3.62246, 3.12673], [-1.38167, 2.81124, 2.66612], [-1.22203, 2.55844, 1.36411], [-2.06382, 3.10354, 0.47763], [-3.11304, 3.91827, 0.86811], [-1.77560, 2.82293, -0.95339], [-2.77452, 2.94202, -1.91935], [-2.46654, 2.71642, -3.24676], [-1.16246, 2.38813, -3.58575], [-0.23683, 2.26794, -2.56610], [-0.52241, 2.45934, -1.27605], [-0.38180, 2.17211, 3.55359], [-0.52013, 2.10806, 4.93277], [0.46636, 1.47971, 5.68101], [1.58000, 0.96435, 5.04325], [1.64907, 1.08348, 3.66457], [0.68760, 1.64559, 2.93189], [-2.56096, 3.85936, 4.17143], [-3.79705, 4.39263, 0.17741], [-3.77969, 3.20226, -1.62116], [-3.23241, 2.79939, -4.00709], [-0.86572, 2.22059, -4.61161], [0.79005, 2.00320, -2.78943], [-1.39465, 2.52158, 5.41465], [0.36013, 1.39544, 6.75478], [2.37696, 0.44973, 5.56306], [2.49158, 0.68793, 3.12007], [3.28874, 0.87280, -2.18116], [3.92728, -0.23829, -1.35764], [5.02342, -0.93773, -2.15441], [2.86338, -1.23038, -0.85572], [4.00613, 1.65302, -2.44971], [2.48586, 1.34424, -1.60843], [2.86691, 0.46869, -3.10953], [4.37727, 0.22562, -0.47451], [4.60044, -1.44199, -3.02968], [5.52076, -1.69365, -1.54518], [5.77826, -0.22961, -2.50866], [3.32814, -2.20470, -0.66161], [2.16379, -1.39985, -1.69406], [3.75097, -3.41987, 7.84545], [3.52848, -3.06542, 6.76143], [3.25822, -2.63385, 5.45142], [4.12139, -1.73554, 4.76972], [3.87313, -1.30842, 3.50078], [2.70602, -1.75337, 2.75403], [1.84627, -2.68567, 3.46264], [2.11237, -3.08828, 4.73271], [2.44619, -1.29678, 1.51863], [2.13896, -0.69609, 0.39937], [5.00896, -1.37344, 5.27918], [4.57045, -0.63774, 3.01114], [0.95531, -3.04174, 2.95653], [1.42380, -3.76745, 5.22405], [-3.32529, -3.91936, -3.07600], [-2.50403, -2.62636, -2.19215], [-2.99778, -2.23049, -0.95327], [-2.31957, -1.25164, -0.25571], [-1.21872, -0.64781, -0.71189], [-0.75069, -1.04187, -1.89805], [-1.34623, -2.02069, -2.66609], [-3.00318, -3.38983, -4.74384], [-3.57620, -2.22707, -5.24198], [-3.29997, -1.86644, -6.55037], [-2.52642, -2.57911, -7.36708], [-1.99688, -3.69668, -6.88101], [-2.19773, -4.14570, -5.58224], [-3.89780, -2.66913, -0.54470], [-2.68855, -0.92161, 0.70955], [0.15989, -0.56153, -2.23906], [-0.90837, -2.30509, -3.61290], [-4.22085, -1.61619, -4.62408], [-3.72925, -0.96147, -6.96632], [-1.36958, -4.26435, -7.55950], [-1.73390, -5.05748, -5.23157]], "mulliken_charge": [1.8179, -0.7227, 0.5178, -0.7331, -0.5123, -0.9117, 0.6826, -0.2177, 0.6725, -0.8561, 0.7201, -0.7748, -0.5569, -0.7772, -0.2193, -0.2673, 0.4133, -0.6334, -0.6239, -0.6243, -0.7085, -0.3371, 0.5189, 0.5496, 0.3841, 0.4619, 0.4421, 0.4493, 0.3455, 0.4387, 0.4322, 1.0223, -1.0825, 0.7898, -1.7615, -1.0208, 0.4219, -0.0945, 0.2943, 0.2103, 0.3619, 0.4413, 0.3978, 0.4694, 0.0919, -0.7265, 0.2462, 0.2030, -0.7704, -0.3950, 0.9261, -0.8465, -0.5371, -0.0630, -0.4479, 0.3659, 0.2897, 0.3969, 0.4030, -0.1990, 0.6794, -0.8421, -0.7556, 0.3489, -0.3828, -0.9656, -0.0659, 0.0220, -0.3621, -0.5859, -0.3228, -0.0761, 0.4524, 0.5189, 0.5130, 0.5139, 0.4173, 0.3709, 0.3626, 0.4025], "charge": -1, "gap_ev": 3.0728, "e_homo_ha": -0.079, "de_lowest_kj_mol": 0.0}

=====

[2]
{"formula": "C39H31N3O5PY", "method": "ωB97M-V/def2-TZVPD", "species": ["Y", "C", "O", "C", "C", "C", "C", "C", "C", "O", "C", "O", "C", "H", "H", "H", "H", "H", "H", "H", "H", "H", "O", "C", "O", "C", "P", "C", "C", "C", "C", "C", "C", "C", "C", "C", "C", "C", "C", "H", "H", "H", "H", "H", "H", "H", "H", "H", "H", "H", "H", "N", "C", "C", "C", "C", "C", "C", "C", "C", "C", "C", "C", "C", "N", "C", "C", "C", "C", "N", "H", "H", "H", "H", "H", "H", "H", "H", "H", "H"], "positions_angstrom": [[1.02154, 0.64953, -0.69007], [-5.13730, -3.71262, 1.97053], [-4.48276, -2.84281, 1.06942], [-3.25210, -2.37832, 1.39856], [-2.60943, -2.69391, 2.60880], [-1.37259, -2.15502, 2.84888], [-0.71758, -1.30577, 1.93456], [0.56534, -0.75705, 2.27215], [1.17669, -1.02985, 3.62500], [1.23703, -0.02805, 1.50503], [-1.39169, -0.98977, 0.70632], [-0.87185, -0.19341, -0.17068], [-2.65780, -1.54951, 0.46977], [-6.08790, -3.96097, 1.50590], [-5.32132, -3.22355, 2.93133], [-4.55979, -4.62703, 2.12796], [-3.06534, -3.34071, 3.34014], [-0.88832, -2.39935, 3.78280], [1.34032, -2.09659, 3.77208], [0.52310, -0.68629, 4.42509], [2.12762, -0.50787, 3.67959], [-3.17456, -1.29673, -0.44309], [0.58171, 2.87315, -0.58556], [-0.21582, 2.67769, -1.55363], [0.01866, 1.76154, -2.38788], [-1.48568, 3.44239, -1.62441], [-2.96528, 2.35060, -1.35330], [-4.22440, 3.65646, -1.59910], [-4.90268, 3.70415, -2.80804], [-5.81656, 4.71194, -3.06498], [-6.07202, 5.67838, -2.10659], [-5.40707, 5.63594, -0.88847], [-4.48753, 4.63165, -0.63892], [-3.04019, 2.16681, 0.46230], [-2.04234, 2.58686, 1.33761], [-2.12667, 2.29640, 2.69092], [-3.21466, 1.59999, 3.19149], [-4.22389, 1.19764, 2.33164], [-4.13171, 1.47000, 0.97930], [-1.61988, 3.79951, -2.65056], [-1.47458, 4.31403, -0.96636], [-4.71970, 2.94211, -3.55611], [-6.33364, 4.73999, -4.01453], [-6.79301, 6.45993, -2.30430], [-5.60195, 6.38563, -0.13330], [-3.97481, 4.59864, 0.31457], [-1.18798, 3.13609, 0.96981], [-1.33851, 2.62314, 3.35642], [-3.27647, 1.37246, 4.24725], [-5.07973, 0.65450, 2.71031], [-4.91505, 1.12648, 0.31368], [9.54869, -5.40383, -0.96988], [8.62970, -4.71650, -1.00596], [7.48616, -3.86552, -1.05391], [7.08492, -3.31462, -2.26991], [5.97001, -2.49672, -2.31250], [5.25433, -2.22222, -1.14976], [5.66422, -2.77137, 0.05975], [6.77531, -3.59309, 0.11331], [4.05036, -1.34166, -1.20246], [4.28671, 0.00776, -0.94204], [5.55784, 0.61746, -0.76326], [5.33807, 1.96440, -0.61432], [3.94296, 2.14269, -0.69858], [3.30363, 0.99137, -0.89045], [2.85093, -1.98134, -1.52307], [2.68663, -3.36689, -1.79282], [1.36252, -3.56315, -2.09990], [0.74898, -2.29943, -2.00405], [1.61560, -1.34789, -1.66474], [7.64398, -3.52832, -3.16933], [5.64678, -2.06625, -3.25060], [5.10764, -2.55208, 0.96185], [7.09703, -4.02320, 1.05114], [6.50571, 0.10823, -0.76428], [6.07036, 2.73767, -0.46661], [3.38647, 3.06602, -0.62145], [3.46443, -4.10873, -1.76210], [0.88065, -4.48703, -2.36382], [-0.29043, -2.05428, -2.16959]], "mulliken_charge": [1.4765, -0.9587, -0.4544, 0.6523, -0.9982, -1.5381, -0.1269, 1.3848, -1.8230, -0.5085, 0.6861, -0.2886, 0.0741, 0.2684, 0.3583, 0.3687, 0.4442, 0.3876, 0.4223, 0.4140, 0.3656, 0.5336, -0.6901, 1.1728, -0.7806, -1.0795, -0.2263, 0.5436, -0.3080, -0.5262, -0.4363, -0.7392, -0.2840, 0.5677, -0.0468, -0.7990, -0.5619, -0.5847, -0.5551, 0.5489, 0.5447, 0.3735, 0.3907, 0.3756, 0.3973, 0.3100, 0.3344, 0.4535, 0.3971, 0.4460, 0.3712, -0.5344, -0.1085, 0.6259, -0.8030, 0.2282, -0.3174, 0.1581, -0.7708, 0.5084, -0.2658, -0.5846, -1.2588, -0.3434, -0.1239, 0.0641, -0.5261, -1.3520, -0.4248, -0.0213, 0.4546, 0.5367, 0.5605, 0.4527, 0.5118, 0.4377, 0.5701, 0.5074, 0.4623, 0.6071], "gap_ev": 6.9020, "e_homo_ha": -0.284}

=====

[3]
{"formula": "C39H31N5ORuS5", "method": "ωB97M-V/def2-TZVPD", "species": ["Ru", "C", "C", "C", "C", "C", "C", "C", "N", "C", "N", "C", "C", "C", "C", "C", "C", "C", "N", "C", "C", "C", "C", "C", "C", "C", "H", "H", "H", "H", "H", "H", "H", "H", "H", "H", "H", "H", "H", "H", "H", "H", "H", "H", "H", "H", "H", "H", "S", "C", "S", "C", "C", "N", "C", "N", "O", "C", "C", "C", "C", "C", "S", "C", "C", "C", "C", "S", "C", "C", "C", "C", "S", "H", "H", "H", "H", "H", "H", "H", "H", "H"], "positions_angstrom": [[0.51890, 0.34350, -0.06740], [1.57970, -6.77740, -1.91980], [2.50350, -6.45300, -0.78360], [3.39470, -7.38850, -0.28460], [4.24810, -7.08070, 0.76280], [4.20530, -5.82040, 1.33380], [3.31920, -4.87180, 0.85840], [2.46780, -5.17540, -0.20390], [1.55750, -4.25000, -0.70180], [1.62690, -2.86320, -0.59120], [2.88400, -2.37710, -0.68890], [3.43190, -1.13010, -0.33560], [2.65620, -0.08150, 0.17210], [3.33640, 1.06520, 0.59200], [4.70370, 1.20870, 0.44510], [5.43690, 0.16980, -0.10110], [4.82600, -1.01510, -0.47490], [5.67020, -2.13690, -1.02120], [0.55810, -2.15600, -0.54300], [-0.68870, -2.78730, -0.39300], [-1.53950, -2.90860, -1.49050], [-2.79770, -3.46110, -1.33720], [-3.21780, -3.89920, -0.09250], [-2.37300, -3.77880, 0.99760], [-1.10350, -3.24250, 0.86900], [-0.18460, -3.11200, 2.04480], [1.85640, -7.72210, -2.38130], [1.61180, -5.99140, -2.67460], [0.54990, -6.86180, -1.56680], [3.42550, -8.37530, -0.72770], [4.94100, -7.82510, 1.12800], [4.85720, -5.57820, 2.16090], [3.27050, -3.90260, 1.33380], [0.64910, -4.61000, -0.96120], [3.57120, -3.08500, -0.90660], [2.78090, 1.87040, 1.05820], [5.19180, 2.12330, 0.75570], [6.50550, 0.27250, -0.22600], [6.69670, -1.79650, -1.13580], [5.31040, -2.46460, -1.99690], [5.68340, -2.99540, -0.34670], [-1.20540, -2.54910, -2.45410], [-3.45900, -3.54000, -2.18730], [-4.20570, -4.31770, 0.03240], [-2.70850, -4.09590, 1.97380], [-0.72110, -3.29130, 2.97260], [0.24530, -2.10470, 2.06690], [0.63470, -3.83050, 1.97690], [-1.14250, 0.42140, -1.89660], [-2.29720, 0.13870, -0.64070], [-1.72760, -0.04040, 0.97140], [-3.63690, -0.00150, -0.97180], [-4.58580, -0.42740, -0.03730], [-5.38820, -0.80590, 0.69750], [-4.10270, 0.22670, -2.27180], [-4.52130, 0.43150, -3.32460], [0.25100, 2.36560, 0.83560], [0.65990, 3.58800, 0.40440], [1.20410, 4.30760, 1.61470], [1.58270, 5.58960, 1.85820], [2.02190, 5.76250, 3.19040], [1.94540, 4.61630, 3.91530], [1.33150, 3.29500, 2.99610], [1.71090, 3.52570, -0.69170], [1.77570, 2.64610, -1.73020], [2.86770, 2.88150, -2.59690], [3.61520, 3.94300, -2.21170], [3.01650, 4.65950, -0.76590], [-0.53380, 4.37760, -0.10800], [-1.66800, 4.64900, 0.59160], [-2.62020, 5.37030, -0.16200], [-2.19180, 5.63430, -1.42130], [-0.62080, 4.99720, -1.71940], [1.54470, 6.36920, 1.11860], [2.37120, 6.70170, 3.58320], [2.20260, 4.46290, 4.94500], [1.03890, 1.86290, -1.90490], [3.07400, 2.28630, -3.46930], [4.48990, 4.35570, -2.67380], [-1.81170, 4.33300, 1.61030], [-3.57900, 5.68130, 0.21810], [-2.69370, 6.16360, -2.20680]], "lowdin_spin": [0.9196, 0.0000, 0.0000, 0.0000, 0.0000, 0.0000, 0.0000, 0.0000, -0.0001, -0.0005, -0.0013, 0.0027, 0.0613, 0.0166, 0.0048, -0.0054, 0.0016, 0.0008, -0.0095, 0.0001, -0.0005, 0.0001, -0.0005, -0.0002, -0.0007, -0.0001, 0.0000, 0.0000, 0.0000, 0.0000, 0.0000, 0.0000, 0.0000, 0.0000, 0.0000, 0.0033, 0.0008, -0.0003, 0.0001, 0.0001, 0.0001, -0.0001, 0.0000, 0.0000, 0.0000, 0.0000, 0.0004, -0.0001, -0.0285, 0.0077, -0.0430, 0.0071, -0.0003, 0.0009, 0.0002, 0.0015, 0.0351, 0.0031, 0.0021, 0.0002, 0.0000, -0.0001, 0.0004, 0.0036, 0.0085, 0.0010, -0.0001, 0.0015, 0.0018, -0.0001, 0.0000, -0.0002, 0.0003, 0.0000, 0.0000, 0.0000, 0.0039, 0.0000, 0.0000, 0.0000, 0.0000, 0.0000], "charge": -1, "gap_ev": [6.5565, 7.1513], "s2": 0.804, "spin_multiplicity": 2, "e_homo_ha": [-0.185, -0.187], "de_lowest_kj_mol": 224.8}

=====

| no. | E (Eh) |
| --- | --- |
| 1 | -3059.650075 |
| 2 | -2425.137252 |
| 3 | -3939.648723 |